Entry from OMol25: an isolated molecule of C6H6N4 at a distorted geometry (wB97M-V/def2-TZVPD).

```
16
Properties=species:S:1:pos:R:3:forces:R:3:lowdin_charge:R:1
N 2.147 0.244 0.074 -3.724 -1.677 -1.080 0.104
N -0.710 0.821 -0.098 -0.207 2.703 0.004 -0.031
N 1.467 -2.052 -0.137 -1.590 -1.287 4.232 0.055
N -1.236 -1.318 0.023 -4.177 -0.947 0.234 0.073
C 0.287 1.882 0.038 -0.435 1.108 -1.170 -0.035
C 1.160 -0.673 -0.129 1.417 -1.029 1.421 -0.295
C -0.300 -0.482 -0.135 2.552 2.872 0.332 -0.353
C 1.601 1.510 0.069 -0.515 0.833 0.601 -0.195
C -2.106 0.844 0.008 0.062 -4.146 -0.087 -0.032
C -2.485 -0.572 0.101 2.922 0.217 -0.118 -0.043
H 2.289 2.327 0.248 0.193 -0.071 -0.273 0.093
H -2.695 1.702 -0.217 -0.126 0.475 0.368 0.091
H 2.380 -2.156 0.336 -0.296 0.062 -0.752 0.074
H 0.083 3.072 -0.088 -0.181 -3.476 0.523 0.161
H 0.724 -2.600 0.711 2.491 2.176 -3.763 0.212
H -3.408 -1.262 0.267 1.617 2.187 -0.474 0.122
```
Positions in Å, forces in eV/Å.

Values from the calculation:
Energy above the lowest of the compared OMol25 structures with the same formula, charge and spin ... 56.6 kcal per mole
Gap between HOMO and LUMO ... 8.81 eV
E_HOMO ... -8.51 eV
SMILES ... Nc1nccn2ccnc12
DFT total energy ... -451.18272 Eh
LUMO level ... 0.30 eV


Entry from OMol25: the ion C6H10NO with charge -1 at a distorted geometry (wB97M-V/def2-TZVPD).

```
18
Properties=species:S:1:pos:R:3:forces:R:3:lowdin_charge:R:1
O -3.343 1.279 -0.441 0.926 -0.417 1.021 -0.390
N -2.261 0.866 0.349 -1.487 1.505 0.493 -0.218
C 1.450 0.554 0.040 1.275 -1.535 -2.434 -0.201
C -1.918 -1.264 -0.826 -0.395 2.671 1.654 -0.022
C -1.672 -0.297 0.118 2.092 -2.057 0.711 -0.414
C -0.376 -0.548 1.089 -3.038 -1.295 -1.541 -0.144
C 0.882 -0.619 0.233 -2.105 2.555 2.788 -0.109
C 2.713 0.788 -0.721 3.508 -1.303 1.464 -0.134
H 2.804 1.387 -1.627 -0.769 0.547 0.308 0.045
H -2.598 -1.089 -1.589 -1.342 0.215 -1.185 -0.013
H 3.328 -0.162 -1.063 -1.563 1.317 0.973 0.093
H -1.256 -2.035 -0.898 1.724 -2.057 -0.237 -0.028
H 1.297 -1.522 0.029 1.137 -2.491 -1.121 0.067
H 3.387 1.236 0.130 -0.602 -0.347 -1.903 0.088
H -0.377 0.319 1.703 0.361 0.694 0.751 0.059
H -0.715 -1.425 1.715 1.067 0.589 -0.660 0.108
H -2.310 1.130 1.378 0.115 -0.256 -1.761 0.130
H 0.964 1.402 0.380 -0.903 1.665 0.680 0.081
```
Positions in Å, forces in eV/Å.

Values from the calculation:
Energy above the lowest of the compared OMol25 structures with the same formula, charge and spin ... 50.3 kcal per mole
Gap between HOMO and LUMO ... 5.27 eV
E_HOMO ... -1.65 eV
Total charge ... -1
SMILES ... C=C(C/C=C/C)N[O-]
DFT total energy ... -364.47459 Eh
LUMO level ... 3.62 eV


Entry from OMol25: the ion C3H3N2O3S with charge -1 at a distorted geometry (wB97M-V/def2-TZVPD).

```
12
Properties=species:S:1:pos:R:3:forces:R:3:lowdin_charge:R:1
S -2.801 0.248 -0.132 0.872 1.176 -0.190 0.747
O -2.780 1.406 0.806 0.090 -1.474 -0.537 -0.540
O -1.540 -1.117 0.471 2.285 1.240 0.532 -0.323
O -2.106 0.586 -1.382 -0.630 -0.139 0.309 -0.517
N -0.155 -0.711 0.357 -2.216 -1.739 -0.150 -0.223
N 0.734 -1.608 -0.017 -0.623 -2.076 -0.927 0.056
C 1.658 0.402 -0.031 -1.469 -0.793 0.152 -0.111
C 0.345 0.504 0.373 -1.458 3.310 0.748 -0.126
C 1.829 -0.944 -0.313 0.319 1.224 0.687 -0.212
H -0.334 1.384 0.625 1.256 -1.440 -0.361 0.126
H 2.774 -1.278 -0.680 0.078 -1.169 -0.040 0.078
H 2.375 1.127 -0.079 1.496 1.879 -0.225 0.045
```
Positions in Å, forces in eV/Å.

Values from the calculation:
Energy above the lowest of the compared OMol25 structures with the same formula, charge and spin ... 52.6 kcal per mole
Gap between HOMO and LUMO ... 8.76 eV
E_HOMO ... -4.85 eV
Total charge ... -1
DFT total energy ... -849.51978 Eh
LUMO level ... 3.91 eV